No. 1
Molecular formula: C3H6F3OP
Method: DFT, the ωB97M-V functional and the def2-TZVPD basis

Calculated values
energy above the lowest of the compared OMol25 structures with the same formula, charge and spin	0.0000	eV
HOMO level	-9.0328	eV

CARTESIAN COORDINATES (ANGSTROEM)
C  -0.13400  -0.18048  -1.58296
C  -0.03442  -0.01642  1.46302
C  -3.08040  -0.13080  -0.00211
O  -0.42965  -2.35099  -0.09788
F  -3.92124  -0.49948  -0.92396
F  -3.53281  -0.46109  1.25467
F  -2.98109  1.21120  -0.00281
P  -0.55097  -0.90672  -0.01954
H  0.97327  0.02644  -1.81364
H  -0.34621  -0.93698  -2.35505
H  -0.49838  0.82922  -1.84355
H  -0.11643  0.98330  1.22620
H  -0.66005  -0.26428  2.27297
H  0.91868  -0.56408  1.80653

No. 2
Molecular formula: C3H6F3OPt
Method: DFT, the ωB97M-V functional and the def2-TZVPD basis

Calculated values
HOMO level (alpha / beta)	-6.7304 / -10.3794	eV
spin multiplicity	4

CARTESIAN COORDINATES (ANGSTROEM)
H  -0.07976  0.23943  -1.02594
C  -0.79774  0.16518  -1.85497
F  -1.80435  1.05431  -1.50066
F  -0.18901  0.59933  -2.97023
F  -1.39194  -0.99285  -2.17675
Pt  -1.80115  0.10235  1.64891
C  1.36077  0.70188  1.01242
O  0.85426  -0.37957  0.29009
C  -0.24517  -1.04115  0.92327
H  2.17153  1.15556  0.42688
H  0.58528  1.47359  1.18645
H  1.75472  0.37965  1.99255
H  -0.59649  -1.85257  0.26557
H  0.17906  -1.60514  1.78240

No. 3
Molecular formula: C3H6FINbOV
Method: DFT, the ωB97M-V functional and the def2-TZVPD basis

Calculated values
charge	+1
HOMO level (alpha / beta)	-11.9958 / -11.7970	eV
spin multiplicity	2

CARTESIAN COORDINATES (ANGSTROEM)
C  -2.44352  0.75142  -1.36584
C  -1.69953  1.32186  -0.61954
C  -0.76184  1.78805  0.34137
Nb  1.04347  0.47504  -0.08436
F  2.59334  -0.64665  -0.54167
I  0.26153  -1.12935  2.07702
H  -2.78970  0.11956  -2.15465
H  -1.13684  1.68088  1.36169
H  -0.53060  2.84132  0.15088
H  2.03285  1.53046  1.02014
H  1.38725  1.62181  -1.43046
H  -0.09873  -0.52548  -1.16552
O  0.50807  -4.63427  1.69836
V  1.63423  -5.19464  0.71259

No. 4
Molecular formula: C3H6FN
Method: DFT, the ωB97M-V functional and the def2-TZVPD basis

Calculated values
energy above the lowest of the compared OMol25 structures with the same formula, charge and spin	2.5835	eV
HOMO level	-8.7822	eV
SMILES	C=C(F)CN

CARTESIAN COORDINATES (ANGSTROEM)
C  0.54618  1.37200  0.03198
C  0.56732  0.04453  -0.05722
F  1.60026  -0.67605  -0.13008
C  -0.62744  -0.84208  0.23087
N  -1.84914  0.05116  -0.24376
H  1.46254  2.02955  0.25451
H  -0.33026  1.98796  0.67370
H  -0.62761  -1.12274  1.41821
H  -0.94752  -1.73362  -0.27363
H  -1.58366  0.71716  -1.11194
H  -2.34825  0.40125  0.68242

No. 5
Molecular formula: C3H6FNO
Method: DFT, the ωB97M-V functional and the def2-TZVPD basis

Calculated values
energy above the lowest of the compared OMol25 structures with the same formula, charge and spin	2.3355	eV
HOMO level	-9.6721	eV
SMILES	O=CNCCF

CARTESIAN COORDINATES (ANGSTROEM)
O  0.42151  -2.12854  1.41504
C  -0.27159  -1.46655  0.74455
N  0.25177  -0.92481  -0.36772
C  -0.11109  0.30854  -0.97204
C  0.00082  1.41154  0.17950
F  -0.47662  0.77203  1.31037
H  -1.32712  -1.52263  1.00265
H  1.18650  -1.16153  -0.08286
H  0.87780  0.38983  -1.74618
H  -1.07164  0.18795  -1.56495
H  -0.49157  2.42534  -0.06977
H  1.01121  1.70882  0.15144

No. 6
Molecular formula: C3H6FNO
Method: DFT, the ωB97M-V functional and the def2-TZVPD basis

Calculated values
energy above the lowest of the compared OMol25 structures with the same formula, charge and spin	0.0311	eV
HOMO level	-10.0078	eV
SMILES	C[C@@H](F)C(N)=O

CARTESIAN COORDINATES (ANGSTROEM)
C  -1.35207  0.89573  -0.23853
C  -0.46029  -0.20117  0.40313
F  -0.87746  -1.46352  0.04696
C  0.98156  0.10372  0.10142
N  1.64727  -1.00965  -0.15617
O  1.48037  1.23707  0.15415
H  -2.37349  0.77203  0.17294
H  -1.02961  1.91567  -0.01494
H  -1.28389  0.84006  -1.32105
H  -0.50093  -0.25027  1.49597
H  1.13247  -1.86940  -0.28059
H  2.63608  -0.97027  -0.36329

No. 7
Molecular formula: C3H6FNO2S
Method: DFT, the ωB97M-V functional and the def2-TZVPD basis

Calculated values
energy above the lowest of the compared OMol25 structures with the same formula, charge and spin	1.8689	eV
HOMO level (alpha / beta)	-9.0700 / -8.8278	eV

CARTESIAN COORDINATES (ANGSTROEM)
C  -1.75521  -0.70390  0.88045
C  -1.67780  -0.10121  -0.46988
C  -0.33751  0.67018  -0.42202
N  2.26091  0.68534  -0.72129
O  1.36314  -0.13766  1.50072
O  1.09100  -1.53232  -0.52769
F  -0.35090  1.85200  0.21307
S  1.12514  -0.23788  0.08630
H  -1.99584  -0.07481  1.72095
H  -1.26691  -1.64131  1.06782
H  -1.60254  -0.85255  -1.25062
H  -2.47875  0.60178  -0.69379
H  2.89770  0.14224  -1.28048
H  2.72757  1.33011  -0.10353

No. 8
Molecular formula: C3H6FNO3S
Method: DFT, the ωB97M-V functional and the def2-TZVPD basis

Calculated values
energy above the lowest of the compared OMol25 structures with the same formula, charge and spin	0.0000	eV
HOMO level	-9.6140	eV
SMILES	C=CN(CF)S(=O)(=O)O

CARTESIAN COORDINATES (ANGSTROEM)
C  1.71503  -0.20669  -1.73786
C  1.29286  -0.39567  -0.49436
N  -0.01132  -0.58450  -0.07889
C  -1.12392  -0.17731  -0.83538
F  -1.32307  1.19605  -0.70051
S  -0.37063  -0.07750  1.68644
O  -1.64695  -0.69343  1.85462
O  0.79324  -0.52200  2.36426
O  -0.61011  1.48076  2.34688
H  2.76786  -0.17234  -1.94873
H  1.05293  -0.12144  -2.58178
H  1.97657  -0.50578  0.33646
H  -2.02222  -0.65390  -0.43037
H  -1.00538  -0.37789  -1.90479
H  -1.48489  1.81163  2.12399

No. 9
Molecular formula: C3H6FNOS
Method: DFT, the ωB97M-V functional and the def2-TZVPD basis

Calculated values
energy above the lowest of the compared OMol25 structures with the same formula, charge and spin	4.0684	eV
HOMO level	-9.0007	eV

CARTESIAN COORDINATES (ANGSTROEM)
C  3.27623  -0.70843  0.65601
C  0.22596  -0.57580  -1.23534
C  -0.66657  0.69958  0.62934
N  0.35106  0.25555  -0.31581
O  4.39903  0.79423  -1.10809
F  4.13173  -1.70881  0.57331
S  3.27935  0.71260  -0.18653
H  -0.74985  -0.86725  -1.81196
H  1.05590  -1.13288  -1.59236
H  2.43627  -1.12877  1.21121
H  -0.37390  0.71841  1.69161
H  -0.86365  1.84513  0.39337
H  -1.55396  0.20670  0.43444

No. 10
Molecular formula: C3H6FO2S
Method: DFT, the ωB97M-V functional and the def2-TZVPD basis

Calculated values
energy above the lowest of the compared OMol25 structures with the same formula, charge and spin	0.3289	eV
charge	-1
HOMO level	-4.3550	eV

CARTESIAN COORDINATES (ANGSTROEM)
C  0.88689  0.50241  1.10943
C  -1.05751  0.78296  -0.52402
C  -0.17093  -0.16882  0.25929
O  -0.84215  -1.24024  0.87700
O  -0.58778  -1.92110  -1.66565
F  1.89129  -1.25135  -1.33189
S  0.25324  -1.71234  -0.49541
H  0.44600  0.98947  1.98216
H  1.60021  -0.24627  1.44883
H  1.41841  1.24454  0.51401
H  -2.06969  0.38471  -0.55396
H  -0.69127  0.85971  -1.54759
H  -1.07671  1.77632  -0.07219

No. 11
Molecular formula: C3H6FO2S
Method: DFT, the ωB97M-V functional and the def2-TZVPD basis

Calculated values
energy above the lowest of the compared OMol25 structures with the same formula, charge and spin	2.1020	eV
charge	-1
HOMO level (alpha / beta)	-1.6416 / -4.0913	eV

CARTESIAN COORDINATES (ANGSTROEM)
C  0.72297  0.66075  1.11883
C  1.28335  -0.54870  -1.21992
C  0.43835  -0.43478  0.03047
O  -3.12529  1.46689  0.36958
O  -3.65282  -0.44320  -0.96814
F  0.34633  -1.70405  0.62433
S  -2.81900  -0.01524  0.17113
H  0.11129  1.66733  1.11734
H  0.45854  0.20689  2.08650
H  1.76582  1.09743  1.25277
H  1.17419  0.16834  -1.95075
H  1.00294  -1.46463  -1.78040
H  2.29333  -0.65703  -0.85174

No. 12
Molecular formula: C3H6HgO4
Method: DFT, the ωB97M-V functional and the def2-TZVPD basis

Calculated values
energy above the lowest of the compared OMol25 structures with the same formula, charge and spin	1.7541	eV
HOMO level (alpha / beta)	-8.3231 / -9.2138	eV
spin multiplicity	3

CARTESIAN COORDINATES (ANGSTROEM)
O  2.73173  -1.04181  0.22680
O  2.14686  1.09576  0.52605
C  3.09966  0.16982  0.21208
O  4.20453  0.60724  -0.10777
H  -1.44842  -0.68284  1.35582
Hg  0.98759  -2.32532  0.53368
O  -0.99389  -0.94235  0.54700
H  1.28790  0.65466  0.63720
C  -1.57621  -0.41488  -0.61190
C  -2.16396  0.93663  -0.54555
H  -2.97291  -0.25747  -0.61861
H  -1.56598  1.72454  -1.01724
H  -1.11093  -0.79467  -1.52916
H  -2.62599  1.27069  0.39160

no.,energy (Ha)
1,-834.048932
2,-611.823053
3,-1591.044402
4,-272.396200
5,-347.702237
6,-347.786923
7,-821.060029
8,-896.361192
9,-745.819741
10,-766.452744
11,-766.387585
12,-572.080481